Record 1
# C29H36HoN2OP2

A molecular structure, C29H36HoN2OP2 in a non-equilibrium geometry (ωB97M-V/def2-TZVPD, the Open Molecules 2025 dataset).

The gap between HOMO and LUMO (spin up / spin down) comes out at 7.41 / 7.53 eV. As for the spin multiplicity: 5. Its charge is +1. The calculation puts the HOMO energy (spin up / spin down) at -10.168 / -10.180 eV. The value obtained for the strongest force on any atom is 4.4 eV/Å.

Cartesian coordinates (Å):
C -1.21 3.66 -2.73
C -1.22 2.27 -2.60
C -0.01 1.64 -2.17
C 1.20 2.35 -2.21
C 1.16 3.74 -2.19
C -0.04 4.39 -2.48
C 2.51 1.62 -2.31
C 2.36 0.12 -2.31
C 1.11 -0.48 -2.14
C 0.94 -1.85 -2.48
C 2.06 -2.60 -2.84
C 3.33 -2.02 -2.86
C 3.48 -0.68 -2.55
H -2.13 4.17 -3.04
H 2.08 4.30 -2.00
H -0.07 5.48 -2.52
H 2.94 1.90 -3.29
H 1.91 -3.64 -3.14
H 4.19 -2.62 -3.12
H 4.46 -0.20 -2.53
N 0.01 0.30 -1.68
Ho -1.22 -0.04 -0.16
C -2.46 1.45 -2.94
H -2.21 0.61 -3.60
H -3.18 2.10 -3.46
C -0.46 -2.45 -2.54
H -1.16 -1.81 -3.11
H -0.42 -3.44 -3.03
P -3.43 0.74 -1.51
P -1.21 -2.74 -0.85
C -0.04 -4.00 -0.23
H -0.37 -4.34 0.76
H -0.01 -4.86 -0.92
H 0.97 -3.58 -0.14
C -2.65 -3.78 -1.26
H -2.35 -4.64 -1.87
H -3.08 -4.14 -0.32
H -3.41 -3.20 -1.79
C -4.45 2.16 -0.99
H -5.49 1.84 -0.93
H -4.12 2.50 -0.01
H -4.35 2.99 -1.70
C -4.64 -0.34 -2.34
H -4.50 -1.37 -2.00
H -5.66 -0.01 -2.06
H -4.52 -0.30 -3.43
C 2.27 1.40 0.76
O 2.32 0.25 0.64
H 3.21 1.94 -1.64
C -2.06 -0.53 2.61
N -0.65 -0.53 2.17
C -0.01 -1.81 2.57
C 0.08 0.61 2.82
C -0.28 1.96 2.21
C 0.29 3.09 2.81
C 0.02 4.36 2.30
C -0.84 4.48 1.21
C -1.42 3.33 0.63
C -1.05 2.06 1.06
H -2.53 -1.49 2.35
H -2.63 0.29 2.14
H -2.12 -0.39 3.71
H -0.59 -2.66 2.20
H 1.01 -1.86 2.16
H 0.05 -1.86 3.67
H -0.15 0.60 3.90
H 1.16 0.43 2.75
H 0.95 2.96 3.67
H 0.49 5.24 2.74
H -1.08 5.46 0.79
H -2.14 3.47 -0.18

=====

Record 2
# C31H36N2O8S2

3 unconnected molecules or ions with the total composition C31H36N2O8S2 in a non-equilibrium geometry (ωB97M-V/def2-TZVPD, the Open Molecules 2025 dataset).

The gap between HOMO and LUMO comes out at 6.01 eV. The calculation puts the HOMO energy at -7.518 eV. The SMILES is O=NOCc1cc2c(cc1CCCCn1cccc1)C(=O)c1ccccc1C2=O.O=S1(=O)CCCC1.O=S1(=O)CCCC1. Its relative energy (zero: lowest compared OMol25 entry of this formula, charge and spin) is 26.484 eV. The value obtained for the strongest force on any atom is 8.6 eV/Å.

Cartesian coordinates (Å):
O 2.92 1.38 5.43
N 2.24 0.55 6.06
O 2.40 -0.66 5.46
C 1.04 -1.15 5.09
C 0.75 -0.98 3.45
C 1.89 -0.16 2.56
C 1.56 0.03 0.96
C 0.17 -0.60 0.27
C -0.95 -1.42 1.14
C -0.66 -1.59 2.77
C -1.80 -2.36 3.66
C -3.31 -1.74 3.55
C -3.38 -0.12 3.32
C -3.05 0.79 4.64
N -2.95 2.24 4.14
C -4.17 3.06 3.65
C -3.76 4.60 3.15
C -2.12 4.62 3.37
C -1.74 3.14 4.01
C -0.09 -0.35 -1.36
O -0.58 -1.28 -2.19
C 0.31 1.19 -1.88
C -0.64 2.00 -2.94
C -0.19 3.52 -3.36
C 1.17 4.15 -2.69
C 2.15 3.33 -1.62
C 1.71 1.81 -1.20
C 2.54 0.86 -0.10
O 3.89 0.75 -0.10
H 0.85 -2.25 5.42
H 0.20 -0.47 5.60
H 2.88 0.29 3.05
H -1.92 -1.86 0.66
H -1.46 -2.44 4.79
H -1.84 -3.48 3.26
H -3.83 -1.95 4.60
H -4.00 -2.29 2.75
H -4.51 0.12 3.02
H -2.73 0.29 2.44
H -2.09 0.43 5.20
H -4.03 0.77 5.32
H -5.28 2.63 3.66
H -4.43 5.46 2.73
H -1.42 5.54 3.14
H -0.64 2.83 4.31
H -1.62 1.44 -3.33
H -0.90 4.10 -4.12
H 1.45 5.25 -2.98
H 3.14 3.83 -1.17
O 1.70 4.43 -7.10
S 2.85 4.35 -6.23
O 3.18 5.41 -5.28
C 2.80 2.80 -5.35
C 3.54 1.83 -6.27
C 4.76 2.59 -6.77
C 4.29 3.98 -7.21
H 1.76 2.51 -5.17
H 3.33 2.93 -4.41
H 3.82 0.91 -5.74
H 2.90 1.55 -7.11
H 5.49 2.69 -5.96
H 5.25 2.06 -7.59
H 5.06 4.73 -7.04
H 4.00 3.98 -8.26
O -2.80 -6.31 1.70
S -2.16 -5.40 0.77
O -2.46 -3.98 0.75
C -0.40 -5.62 0.88
C -0.10 -6.72 -0.12
C -0.94 -6.41 -1.36
C -2.34 -6.07 -0.88
H -0.12 -5.87 1.90
H 0.07 -4.68 0.58
H 0.97 -6.77 -0.36
H -0.39 -7.70 0.29
H -0.50 -5.55 -1.88
H -0.95 -7.25 -2.06
H -2.82 -5.32 -1.52
H -2.98 -6.96 -0.82

=====

Record 3
# C2H6S3

2 unconnected molecules or ions with the total composition C2H6S3 in a non-equilibrium geometry (ωB97M-V/def2-TZVPD, the Open Molecules 2025 dataset).

The gap between HOMO and LUMO comes out at 9.07 eV. The calculation puts the HOMO energy at -8.426 eV. The SMILES is C=C(S)S.S. Its relative energy (zero: lowest compared OMol25 entry of this formula, charge and spin) is 0.946 eV. The value obtained for the strongest force on any atom is 2.3 eV/Å.

Cartesian coordinates (Å):
C -1.33 -0.01 -1.36
C -1.10 0.32 -0.07
S -1.70 -0.64 1.24
S -0.12 1.76 0.33
H -0.99 0.34 -2.27
H -2.07 -0.77 -1.69
H -2.39 -1.50 0.47
H -0.72 1.90 1.55
S 2.89 -0.12 0.51
H 4.21 0.01 0.22
H 3.30 -1.29 1.07

=====

Record 4
# C2H8N3O2

2 unconnected molecules or ions with the total composition C2H8N3O2 in a non-equilibrium geometry (ωB97M-V/def2-TZVPD, the Open Molecules 2025 dataset).

The gap between HOMO and LUMO (spin up / spin down) comes out at 7.82 / 7.81 eV. Its charge is +1. The calculation puts the HOMO energy (spin up / spin down) at -14.828 / -14.828 eV. Its relative energy (zero: lowest compared OMol25 entry of this formula, charge and spin) is 10.262 eV. The value obtained for the strongest force on any atom is 5.9 eV/Å.

Cartesian coordinates (Å):
C 2.14 0.26 1.56
C -1.58 1.42 -0.79
N 0.60 -0.84 0.28
N -0.69 -2.10 -1.17
N -0.25 -1.03 -0.57
O 0.87 0.33 0.88
O -1.69 0.13 -0.99
H 2.78 0.77 0.75
H 2.49 -0.85 1.92
H 2.24 0.98 2.41
H -2.51 1.99 -0.67
H -1.07 2.08 -1.45
H -1.21 1.74 0.13
H -0.56 -2.88 -0.56
H -1.55 -1.99 -1.73

=====

Record 5
# C5H11N

3 unconnected molecules or ions with the total composition C5H11N in a non-equilibrium geometry (ωB97M-V/def2-TZVPD, the Open Molecules 2025 dataset).

The gap between HOMO and LUMO comes out at 6.43 eV. The calculation puts the HOMO energy at -7.515 eV. Its relative energy (zero: lowest compared OMol25 entry of this formula, charge and spin) is 7.661 eV. The value obtained for the strongest force on any atom is 3.5 eV/Å.

Cartesian coordinates (Å):
C 1.85 0.37 0.03
C -0.15 -2.42 -0.53
C -0.84 -1.52 0.11
C -1.36 -0.64 1.00
C -2.12 0.62 0.55
N 1.64 1.68 -0.66
H 1.44 0.21 1.02
H 2.93 0.12 0.14
H 1.26 -0.32 -0.56
H -0.52 -3.17 -1.24
H -0.43 -0.53 -1.25
H -1.46 -0.85 2.07
H -2.69 0.90 1.41
H -1.38 1.38 0.24
H -2.53 0.42 -0.46
H 2.42 2.21 -0.24
H 1.94 1.55 -1.62